1.
C4H8O2 as an isolated structure, computed with ωB97M-V with the def2-TZVPD basis set.

XYZ file:
```
14
Properties=species:S:1:pos:R:3:nbo_charge:R:1
O 2.09 0.67 0.37 -0.693
C 0.78 0.19 0.58 0.102
C -0.40 1.07 0.10 -0.653
C -1.12 -0.73 -0.10 0.266
O -1.92 -0.74 -1.15 -0.750
C 0.36 -1.09 -0.15 -0.494
H 2.21 0.83 -0.57 0.464
H 0.70 0.05 1.66 0.184
H -0.14 1.56 -0.86 0.225
H -0.79 1.80 0.81 0.230
H -1.57 -0.87 0.90 0.162
H -1.48 0.40 -0.68 0.510
H 0.68 -1.09 -1.20 0.219
H 0.63 -2.04 0.32 0.228
```

Properties
Charge: 0
Relative energy (zero: lowest compared OMol25 entry of this formula, charge and spin) (kcal/mol): 114.2
HOMO-LUMO gap (eV): 10.025
LUMO energy (hartree): 0.030
E_HOMO (eV): -9.21

---

2.
A 2-piece molecular cluster, C4H8O2 overall, computed with ωB97M-V with the def2-TZVPD basis set.

XYZ file:
```
14
Properties=species:S:1:pos:R:3:nbo_charge:R:1
C 1.60 1.54 -0.67 -0.263
O 0.29 1.32 -0.15 -0.504
C -0.66 1.01 -1.04 0.656
O -1.81 0.87 -0.73 -0.556
H 1.57 1.90 -1.70 0.181
H 2.20 0.63 -0.62 0.190
H 2.06 2.31 -0.04 0.205
H -0.29 0.91 -2.07 0.094
C -0.21 -1.74 1.41 -0.409
C -1.45 -1.76 0.94 -0.379
H 0.43 -2.63 1.38 0.188
H 0.22 -0.84 1.84 0.194
H -2.07 -0.87 0.96 0.214
H -1.89 -2.66 0.50 0.189
```

Properties
Charge: 0
Relative energy (zero: lowest compared OMol25 entry of this formula, charge and spin) (kcal/mol): 45.5
HOMO-LUMO gap (eV): 10.738
LUMO energy (hartree): 0.032
E_HOMO (eV): -9.87
SMILES: COC=O.C=C

---

3.
C4H8O2 as an isolated structure at a distorted geometry, computed with ωB97M-V with the def2-TZVPD basis set.

XYZ file:
```
14
Properties=species:S:1:pos:R:3:nbo_charge:R:1
C -0.34 -0.58 -1.41 -0.628
C -0.38 0.06 -0.04 0.206
O -1.69 0.12 0.46 -0.698
C 0.49 1.30 0.14 -0.087
O 1.53 0.52 0.76 -0.528
C 0.62 -0.54 1.03 -0.105
H 0.70 -0.80 -1.67 0.217
H -0.76 0.06 -2.19 0.221
H -0.92 -1.51 -1.41 0.220
H -1.45 -0.42 1.22 0.472
H 0.02 2.00 0.85 0.180
H 0.85 1.83 -0.74 0.183
H 0.29 -0.49 2.10 0.162
H 1.02 -1.55 0.89 0.185
```

Properties
Charge: 0
Relative energy (zero: lowest compared OMol25 entry of this formula, charge and spin) (kcal/mol): 53.7
HOMO-LUMO gap (eV): 10.900
LUMO energy (hartree): 0.034
E_HOMO (eV): -9.98

---

4.
An isolated molecule of C4H8O2 at a distorted geometry, computed with ωB97M-V with the def2-TZVPD basis set.

XYZ file:
```
14
Properties=species:S:1:pos:R:3:nbo_charge:R:1
C -1.26 -1.02 0.07 -0.615
C -0.20 -0.07 0.61 -0.282
C 1.27 -0.36 0.31 -0.065
O 1.49 1.01 -0.10 -0.546
C 0.07 1.25 -0.13 0.378
O -0.24 1.27 -1.48 -0.724
H -2.27 -0.69 0.35 0.216
H -1.11 -2.02 0.47 0.211
H -1.20 -1.06 -1.02 0.224
H -0.34 0.12 1.68 0.209
H 1.93 -0.59 1.15 0.185
H 1.43 -1.08 -0.50 0.169
H -0.23 2.19 0.36 0.154
H 0.66 1.06 -1.78 0.486
```

Properties
Charge: 0
Relative energy (zero: lowest compared OMol25 entry of this formula, charge and spin) (kcal/mol): 41.5
HOMO-LUMO gap (eV): 11.252
LUMO energy (hartree): 0.038
E_HOMO (eV): -10.23
SMILES: C[C@H]1CO[C@H]1O

---

5.
C4H8O2 as an isolated structure at a distorted geometry, computed with ωB97M-V with the def2-TZVPD basis set.

XYZ file:
```
14
Properties=species:S:1:pos:R:3:nbo_charge:R:1
C -1.77 -0.78 -0.44 -0.633
C -0.55 0.07 -0.82 -0.079
O -0.04 0.93 0.25 -0.518
C 1.66 1.02 0.35 -0.114
C 1.16 -0.03 1.23 0.383
O 1.30 -1.20 0.91 -0.641
H -2.60 -0.18 -0.04 0.212
H -1.51 -1.56 0.29 0.229
H -2.16 -1.30 -1.33 0.220
H 0.24 -0.62 -1.14 0.201
H -0.81 0.75 -1.63 0.182
H 2.26 1.85 0.79 0.217
H 2.06 0.70 -0.61 0.208
H 0.75 0.35 2.18 0.132
```

Properties
Charge: 0
Relative energy (zero: lowest compared OMol25 entry of this formula, charge and spin) (kcal/mol): 84.0
HOMO-LUMO gap (eV): 9.876
LUMO energy (hartree): 0.026
E_HOMO (eV): -9.17

---

6.
An isolated molecule of C4H8O2, computed with ωB97M-V with the def2-TZVPD basis set.

XYZ file:
```
14
Properties=species:S:1:pos:R:3:nbo_charge:R:1
C 2.02 0.26 -0.56 -0.248
O 0.74 -0.29 -0.73 -0.531
C 0.12 -0.56 0.50 -0.106
C -1.36 -0.80 0.28 -0.089
C -1.54 1.49 -0.27 0.080
O -2.15 0.39 0.07 -0.470
H 2.39 0.54 -1.55 0.196
H 2.71 -0.47 -0.11 0.160
H 1.99 1.16 0.07 0.173
H 0.25 0.27 1.21 0.190
H 0.54 -1.47 0.95 0.176
H -1.80 -1.30 1.15 0.195
H -1.52 -1.42 -0.60 0.204
H -2.40 2.19 -0.41 0.071
```

Properties
Charge: 0
Relative energy (zero: lowest compared OMol25 entry of this formula, charge and spin) (kcal/mol): 104.0
HOMO-LUMO gap (eV): 9.352
LUMO energy (hartree): 0.037
E_HOMO (eV): -8.35

---

7.
An isolated molecule of C4H8O2 at a distorted geometry, computed with ωB97M-V with the def2-TZVPD basis set.

XYZ file:
```
14
Properties=species:S:1:pos:R:3:nbo_charge:R:1
O -1.16 1.23 -1.17 -0.735
C -0.64 1.08 0.12 0.365
C -0.85 -0.30 0.74 -0.450
C 0.13 -1.14 -0.07 -0.438
C 1.32 -0.20 -0.17 -0.077
O 0.79 1.13 -0.17 -0.556
H -0.23 1.30 -1.53 0.491
H -0.90 1.92 0.78 0.162
H -1.88 -0.66 0.68 0.231
H -0.56 -0.26 1.80 0.208
H 0.39 -2.09 0.40 0.221
H -0.30 -1.35 -1.05 0.216
H 1.97 -0.27 0.70 0.173
H 1.93 -0.38 -1.07 0.189
```

Properties
Charge: 0
Relative energy (zero: lowest compared OMol25 entry of this formula, charge and spin) (kcal/mol): 29.3
HOMO-LUMO gap (eV): 11.287
LUMO energy (hartree): 0.037
E_HOMO (eV): -10.29
SMILES: O[C@H]1CCCO1

---

8.
A 2-piece molecular cluster, C4H8O2 overall, computed with ωB97M-V with the def2-TZVPD basis set.

XYZ file:
```
14
Properties=species:S:1:pos:R:3:nbo_charge:R:1
O -1.01 1.27 -0.44 -0.735
C -0.70 0.67 0.81 0.079
C -0.23 -0.73 0.85 -0.246
C 1.10 -0.57 0.17 -0.406
C 0.69 0.39 1.25 -0.252
H -0.48 2.07 -0.54 0.485
H -1.40 0.97 1.59 0.188
H -0.60 -1.55 1.45 0.229
H 1.86 -1.30 0.45 0.216
H 1.14 -0.24 -0.86 0.225
H 1.15 0.57 2.21 0.228
O -0.47 -0.38 -2.68 -0.960
H -0.20 -1.25 -2.35 0.460
H -0.84 0.07 -1.90 0.491
```

Properties
Charge: 0
Relative energy (zero: lowest compared OMol25 entry of this formula, charge and spin) (kcal/mol): 66.3
HOMO-LUMO gap (eV): 10.830
LUMO energy (hartree): 0.033
E_HOMO (eV): -9.94
SMILES: O[C@H]1[C@H]2C[C@@H]12.O

---

9.
A 2-piece molecular cluster, C4H8O2 overall, computed with ωB97M-V with the def2-TZVPD basis set.

XYZ file:
```
14
Properties=species:S:1:pos:R:3:nbo_charge:R:1
C 0.35 -0.52 -1.98 -0.722
C -0.14 0.10 -0.70 0.615
C 0.84 0.90 0.12 -0.734
O -1.28 -0.10 -0.32 -0.575
H 1.43 -0.43 -2.12 0.217
H 0.05 -1.58 -1.99 0.243
H -0.17 -0.02 -2.80 0.245
H 1.32 0.16 0.77 0.271
H 1.62 1.38 -0.47 0.222
H 0.33 1.62 0.77 0.239
C -1.10 -0.38 2.18 0.296
O 0.06 -0.37 2.55 -0.555
H -1.62 -1.31 1.91 0.119
H -1.70 0.55 2.09 0.119
```

Properties
Charge: 0
Relative energy (zero: lowest compared OMol25 entry of this formula, charge and spin) (kcal/mol): 36.7
HOMO-LUMO gap (eV): 10.715
LUMO energy (hartree): 0.035
E_HOMO (eV): -9.77
SMILES: CC(C)=O.C=O

---

10.
C4H8O2 as an isolated structure at a distorted geometry, computed with ωB97M-V with the def2-TZVPD basis set.

XYZ file:
```
14
Properties=species:S:1:pos:R:3:nbo_charge:R:1
C 1.71 0.76 0.03 -0.632
C 0.74 -0.22 0.59 0.043
O -0.22 0.28 1.47 -0.588
C -0.50 -0.50 -0.11 0.113
C -1.31 0.51 -0.86 -0.133
O -2.21 0.77 0.20 -0.719
H 1.23 1.68 -0.32 0.215
H 2.23 0.29 -0.81 0.215
H 2.43 1.02 0.81 0.223
H 1.18 -1.11 1.01 0.174
H -1.00 -1.47 -0.04 0.218
H -1.86 0.13 -1.73 0.204
H -0.75 1.40 -1.19 0.170
H -1.54 0.84 0.95 0.496
```

Properties
Charge: 0
Relative energy (zero: lowest compared OMol25 entry of this formula, charge and spin) (kcal/mol): 81.4
HOMO-LUMO gap (eV): 10.328
LUMO energy (hartree): 0.022
E_HOMO (eV): -9.74

---

Number 1: E -8368.32845 eV. Number 2: E -8371.31067 eV. Number 3: E -8370.95410 eV. Number 4: E -8371.48379 eV. Number 5: E -8369.64013 eV. Number 6: E -8368.77239 eV. Number 7: E -8372.01262 eV. Number 8: E -8370.40535 eV. Number 9: E -8371.69088 eV. Number 10: E -8369.75179 eV.